{"formula": "C32H26Cl64N2O2P", "method": "ωB97M-V/def2-TZVPD", "fmax_ev_per_a": 2.78, "spin_multiplicity": 1, "gap_ev": 6.8, "e_tot_ha": -31288.1074, "total_charge": 1, "lumo_ev": -4.0, "homo_ev": -10.9, "elements": ["C", "C", "P", "C", "O", "C", "O", "C", "C", "C", "C", "C", "N", "N", "C", "C", "C", "C", "C", "C", "C", "H", "H", "H", "H", "H", "H", "H", "H", "H", "H", "H", "H", "H", "H", "H", "H", "H", "H", "H", "H", "H", "H", "H", "H", "H", "H", "C", "Cl", "Cl", "Cl", "Cl", "C", "Cl", "Cl", "Cl", "Cl", "C", "Cl", "Cl", "Cl", "Cl", "C", "Cl", "Cl", "Cl", "Cl", "C", "Cl", "Cl", "Cl", "Cl", "C", "Cl", "Cl", "Cl", "Cl", "C", "Cl", "Cl", "Cl", "Cl", "C", "Cl", "Cl", "Cl", "Cl", "C", "Cl", "Cl", "Cl", "Cl", "C", "Cl", "Cl", "Cl", "Cl", "C", "Cl", "Cl", "Cl", "Cl", "C", "Cl", "Cl", "Cl", "Cl", "C", "Cl", "Cl", "Cl", "Cl", "C", "Cl", "Cl", "Cl", "Cl", "C", "Cl", "Cl", "Cl", "Cl", "C", "Cl", "Cl", "Cl", "Cl"], "positions_angstrom": [[-3.5124, 3.4523, -2.0401], [-3.3402, 4.0289, -3.4794], [-2.3047, 5.5745, -3.5479], [-3.3426, 6.8100, -2.6290], [-0.8290, 5.3319, -2.6995], [0.0926, 4.6417, -3.4254], [1.0066, 5.1806, -3.9509], [-0.1244, 3.1408, -3.5067], [-0.4538, 2.5436, -4.7065], [-0.6580, 1.2067, -4.7449], [-1.0137, 0.4358, -6.0210], [-0.5918, 1.1670, -7.3030], [0.1313, 0.6337, -8.1735], [-0.5567, 0.4737, -3.6461], [-0.2252, 1.0250, -2.4814], [0.0114, 2.3500, -2.3758], [0.4186, 2.9255, -1.0333], [1.9740, 2.7728, -0.8826], [2.4701, 1.8046, 0.2298], [3.8389, 1.2230, -0.2746], [1.5591, 0.5899, 0.4958], [-4.1957, 4.1137, -1.4997], [-3.9564, 2.4525, -2.1084], [-2.5614, 3.3978, -1.4991], [-4.3382, 4.2956, -3.8561], [-2.9656, 3.2512, -4.1511], [-3.8974, 7.4125, -3.3510], [-4.0976, 6.2657, -2.0423], [-2.7612, 7.4006, -1.9198], [-0.5401, 3.1333, -5.6092], [-2.0906, 0.2265, -5.9723], [-0.4801, -0.5155, -5.9297], [-0.9790, 2.1804, -7.4503], [0.4061, -0.3084, -7.8926], [-0.7393, -0.5231, -3.6802], [-0.1591, 0.3796, -1.6122], [-0.1626, 2.5204, -0.2034], [0.2149, 4.0031, -1.0552], [2.3920, 2.4843, -1.8537], [2.3804, 3.7666, -0.6551], [2.6453, 2.3494, 1.1634], [4.5861, 1.1635, 0.5131], [4.2559, 1.8347, -1.0839], [3.6088, 0.2522, -0.7313], [2.0248, 0.0222, 1.3156], [1.5662, -0.1012, -0.3579], [0.5487, 0.8351, 0.8416], [-0.0770, 7.6737, 0.2406], [0.4593, 9.1300, 1.0782], [-1.7637, 7.3381, 0.6633], [0.0667, 7.9031, -1.5060], [0.9331, 6.3029, 0.7355], [4.9372, 0.8572, 3.9592], [4.9835, 0.3824, 5.6571], [3.7627, 2.1639, 3.7425], [6.5391, 1.4089, 3.4558], [4.4535, -0.5298, 2.9662], [1.1867, 2.4503, 6.7950], [2.7507, 2.6686, 7.5843], [0.9500, 0.7359, 6.4242], [-0.1109, 3.0048, 7.8622], [1.1508, 3.3923, 5.2938], [1.8190, -3.1786, 5.8006], [3.0197, -4.4726, 6.0004], [2.4890, -1.9383, 4.7197], [0.3335, -3.8379, 5.1022], [1.4571, -2.4419, 7.3670], [-0.5806, -6.4743, 8.2784], [-0.4632, -6.9926, 9.9638], [-1.8118, -5.2104, 8.1347], [0.9791, -5.8323, 7.7450], [-1.0244, -7.8547, 7.2658], [1.6243, -4.2952, 0.7966], [-0.0333, -4.8816, 0.9640], [1.7377, -3.2232, -0.6171], [2.0748, -3.4003, 2.2527], [2.7147, -5.6668, 0.5794], [-0.5753, -3.4875, -7.3857], [-0.8188, -4.6321, -8.6992], [-0.7272, -4.3165, -5.8313], [1.0415, -2.7735, -7.5140], [-1.8058, -2.2099, -7.4713], [0.9742, 6.6911, -7.4502], [0.5670, 7.2830, -9.0610], [2.7255, 6.7591, -7.2177], [0.1754, 7.6907, -6.2331], [0.4268, 5.0089, -7.2855], [2.0662, 5.5262, 10.4288], [1.7213, 6.0277, 8.7669], [3.8047, 5.6429, 10.7280], [1.2018, 6.5832, 11.5503], [1.5398, 3.8539, 10.6711], [7.0132, 0.5886, -2.5822], [6.8396, 0.4437, -0.8291], [8.7115, 0.4109, -3.0268], [6.0595, -0.6778, -3.3719], [6.4299, 2.1764, -3.1053], [-2.7797, -7.2786, -0.5509], [-1.5788, -8.5604, -0.3831], [-2.1375, -6.0017, -1.6027], [-4.2543, -7.9369, -1.2649], [-3.1487, -6.6016, 1.0442], [-4.7243, -7.6276, 9.8101], [-4.2529, -6.1016, 10.5863], [-6.4053, -8.0046, 10.2081], [-4.5580, -7.4731, 8.0551], [-3.6788, -8.9285, 10.3898], [7.0392, 7.8905, -7.0736], [5.3609, 7.3406, -6.9039], [7.1543, 9.0051, -8.4382], [7.5382, 8.7145, -5.5924], [8.0886, 6.4967, -7.3574], [-0.4125, -12.2980, -0.1887], [-1.4543, -12.0084, -1.5886], [-0.4174, -14.0202, 0.2023], [1.2366, -11.7813, -0.5650], [-1.0146, -11.3760, 1.1970], [-8.7208, -4.4460, 8.9857], [-10.0425, -5.5275, 9.4435], [-9.1842, -2.7728, 9.3240], [-7.2746, -4.8598, 9.9118], [-8.3833, -4.6264, 7.2579], [-5.7838, -6.4176, -4.5382], [-6.8037, -6.0631, -5.9363], [-5.8204, -8.1496, -4.1973], [-4.1174, -5.9263, -4.8804], [-6.3809, -5.5279, -3.1308]], "atomic_forces_ev_per_a": [[-0.212, 0.151, -0.756], [0.165, -0.239, 1.693], [-0.457, 0.793, -2.516], [-0.057, -1.315, 0.958], [-1.047, -0.994, 0.418], [-0.324, 0.417, 0.062], [0.523, -0.180, -0.134], [0.028, 0.473, 0.065], [0.332, 1.191, -0.067], [-0.680, -1.339, -2.341], [0.456, 0.793, 0.945], [-0.580, -0.518, 0.824], [0.340, 0.169, -0.392], [0.047, -0.181, 0.485], [-0.045, -1.074, 0.907], [-0.082, 1.170, 1.518], [0.731, 0.760, -0.620], [-0.563, 0.091, 0.822], [0.542, -0.611, -1.094], [-0.814, 0.612, -0.053], [0.538, 0.143, 0.697], [0.159, -0.295, 0.189], [0.036, 0.174, 0.258], [-0.154, -0.011, -0.074], [0.318, 0.244, -0.077], [0.174, 0.330, -0.031], [0.479, 0.040, -0.073], [0.176, 0.221, 0.019], [-0.033, 0.149, -0.359], [-0.012, 0.003, 0.118], [0.124, 0.070, -0.260], [-0.155, 0.083, -0.329], [0.038, -0.169, -0.119], [0.007, 0.010, -0.160], [0.025, 0.021, -0.122], [-0.032, -0.066, -0.183], [0.161, -0.177, -0.160], [-0.181, -0.306, 0.103], [-0.051, -0.055, 0.165], [0.024, -0.192, -0.171], [-0.260, -0.016, -0.201], [-0.147, -0.310, -0.020], [0.021, 0.047, 0.325], [0.500, -0.031, 0.259], [-0.187, 0.038, -0.168], [-0.277, 0.228, 0.067], [0.077, -0.062, -0.238], [0.066, 0.155, -0.045], [-0.032, -0.107, -0.029], [0.052, -0.037, 0.025], [0.108, 0.191, 0.210], [-0.017, -0.013, -0.009], [0.108, 0.061, 0.059], [0.009, 0.033, -0.104], [0.155, -0.162, 0.045], [-0.083, -0.034, -0.040], [0.265, 0.181, -0.224], [-0.072, -0.041, 0.090], [-0.045, -0.031, -0.100], [0.043, 0.217, -0.009], [0.030, -0.113, -0.242], [-0.190, 0.120, 0.081], [-0.098, -0.041, 0.063], [0.075, 0.353, -0.222], [-0.162, -0.149, 0.654], [0.047, 0.106, 0.051], [0.085, -0.092, -0.106], [0.008, 0.007, 0.082], [-0.012, 0.032, -0.069], [0.146, 0.004, -0.057], [-0.269, -0.379, 0.285], [0.041, 0.054, 0.021], [0.025, -0.164, 0.178], [0.080, 0.068, 0.000], [0.005, 0.004, -0.033], [-0.001, -0.153, -0.613], [-0.050, 0.096, -0.035], [-0.108, -0.216, -0.083], [0.016, 0.112, 0.108], [0.043, 0.017, 0.029], [-0.032, -0.009, 0.048], [-0.068, -0.324, -0.249], [0.019, 0.207, 0.089], [0.021, -0.082, 0.079], [-0.934, -0.204, -0.169], [0.016, -0.071, -0.048], [0.005, -0.056, -0.124], [0.003, -0.005, 0.060], [0.010, 0.009, 0.052], [-0.055, -0.017, -0.030], [0.030, -0.042, -0.046], [0.070, 0.166, 0.169], [0.099, 0.003, 0.029], [0.266, -0.084, -0.131], [-0.097, 0.007, 0.009], [-0.007, 0.032, 0.023], [0.002, -0.042, 0.006], [0.021, -0.107, -0.017], [-0.111, 0.247, -0.026], [-0.090, -0.024, -0.004], [0.160, 0.064, 0.107], [0.037, 0.022, -0.072], [-0.062, -0.028, 0.006], [-0.034, -0.175, 0.003], [0.174, -0.183, 0.022], [-0.095, -0.003, 0.106], [-0.020, 0.065, -0.033], [0.119, 0.010, -0.016], [0.859, 0.228, 0.124], [-0.027, -0.056, 0.060], [-0.039, -0.041, -0.052], [-0.055, 0.044, 0.015], [0.001, -0.086, 0.014], [0.032, -0.011, 0.044], [0.003, 0.081, -0.015], [-0.058, 0.009, 0.008], [0.065, -0.164, 0.013], [0.005, 0.020, 0.057], [0.047, 0.029, -0.024], [0.006, -0.055, -0.024], [-0.152, 0.271, -0.110], [-0.005, -0.003, 0.044], [-0.049, -0.014, 0.047], [0.060, -0.019, 0.056], [-0.095, 0.018, -0.154], [-0.001, 0.016, -0.030], [0.020, 0.000, -0.054]]}